[1]
A cluster of 9 separate species, C31H43FO27 in total at a distorted geometry, computed with wB97M-V/def2-TZVPD.

Geometry as XYZ:
```
102
Properties=species:S:1:pos:R:3:forces:R:3:lowdin_charge:R:1
O 3.119401 -3.971112 3.432874 0.0 0.5 0.7 0.1911
C 2.660263 -4.251500 2.376623 1.3 -0.1 2.7 -0.6587
O 2.514702 -3.464519 1.379650 -0.2 2.6 -2.4 0.1277
C 2.094741 -4.174620 0.248856 -0.6 -0.6 -1.2 -0.0582
C 2.110269 -5.659123 0.705340 -1.4 4.2 0.3 -0.3278
F 3.221217 -6.129812 0.239107 2.6 -2.5 -1.1 0.1240
O 2.270768 -5.467788 2.093696 -1.8 -3.8 -0.7 0.1661
H 1.131540 -3.835019 -0.131940 -0.1 0.2 0.4 0.1099
H 2.800389 -4.102373 -0.578751 0.2 0.3 0.2 0.1447
H 1.235133 -6.146159 0.275202 0.0 -0.8 1.1 0.1669
C 2.080103 2.650042 -5.450442 -0.4 -1.9 -0.2 0.0075
C 1.211086 1.377881 -5.503811 -0.1 0.1 1.4 -0.3481
C 1.156885 0.765226 -6.836707 -0.7 -1.8 -1.6 -0.0798
O 1.442346 -0.645636 -6.657402 0.3 -0.2 -1.1 0.0846
C 1.725416 -0.911307 -5.409158 0.7 3.3 0.5 -0.5774
O 2.022712 -1.935461 -4.943515 0.2 -1.9 1.0 0.1968
O 1.759579 0.314905 -4.718414 0.1 -0.9 0.7 0.0350
H 1.521661 3.381563 -6.034489 0.4 0.5 0.4 0.1012
H 2.980915 2.321537 -5.968823 0.2 0.5 -0.2 0.0903
H 2.377958 2.900391 -4.432254 -0.6 0.5 -0.2 0.0553
H 0.160584 1.483793 -5.233003 0.1 0.7 0.8 0.1472
H 1.884551 1.214113 -7.512811 -0.4 -0.3 -0.5 0.1405
H 0.128173 0.586967 -7.149890 0.1 1.5 -0.9 0.1444
C -0.613164 -1.209631 4.060765 -1.8 0.8 -1.6 -0.0343
C -0.746219 -1.939379 5.332963 1.1 -2.5 -0.5 -0.2958
C -0.832221 -3.471983 5.065218 0.3 -0.6 1.9 -0.0318
O 0.338682 -3.987998 5.782409 -1.8 -2.2 -1.5 0.0882
C 1.108915 -3.044315 6.230787 0.3 0.6 0.4 -0.6300
O 2.117312 -3.196854 6.837164 0.2 0.2 0.1 0.1740
O 0.545968 -1.875169 5.918828 0.4 2.4 1.0 0.0746
H -0.019989 -1.778276 3.344601 1.1 0.6 0.4 0.0924
H -0.459726 -0.136503 4.174494 0.8 -0.2 0.0 0.0780
H -1.512173 -1.226826 3.444651 -0.9 -0.1 0.4 0.0830
H -1.524723 -1.710178 6.060627 0.2 0.7 -0.2 0.1565
H -0.843762 -3.863853 4.048165 0.3 0.4 0.1 0.1037
H -1.680764 -3.878699 5.615355 -0.1 -0.2 -0.3 0.1295
C -1.906874 -4.437039 1.403388 0.2 1.3 0.8 -0.0285
C -2.628907 -5.721734 1.693320 1.4 -0.7 -2.0 -0.2625
C -2.654448 -6.645468 0.393972 -2.7 1.3 2.6 -0.0890
O -2.651831 -7.889894 1.037943 0.7 -2.2 0.6 0.0348
C -2.306569 -7.827134 2.368441 1.8 -4.0 1.0 -0.4966
O -2.170456 -8.826693 3.112129 -1.0 4.1 -2.9 0.1119
O -1.938986 -6.579800 2.638110 -0.5 1.0 0.5 0.0855
H -0.900796 -4.442471 0.983995 0.0 -1.0 -0.2 0.0703
H -1.740471 -3.831599 2.294382 -0.4 0.0 0.1 0.0546
H -2.453925 -3.792587 0.715269 -0.4 -0.2 0.0 0.0960
H -3.654722 -5.640664 2.052806 0.1 0.5 0.0 0.1564
H -1.978196 -6.402348 -0.425591 0.4 -0.6 0.4 0.1341
H -3.707413 -6.599764 0.116001 0.2 0.5 -1.2 0.1290
C -5.544812 1.367888 0.745751 0.4 1.0 -0.8 -0.0083
C -4.447829 1.991505 1.594430 0.5 -2.1 0.2 -0.3690
C -3.008944 2.078297 1.111530 0.2 -1.1 -0.8 -0.0763
O -2.802024 3.452828 0.792238 1.1 -0.4 -0.8 0.0771
C -3.610109 4.102129 1.570369 -2.8 5.5 1.7 -0.4984
O -3.546706 5.316482 1.905309 0.0 -5.0 -1.4 0.1001
O -4.719505 3.312570 1.867465 0.5 2.3 1.1 0.0865
H -6.500550 1.478939 1.257936 0.1 -0.3 0.1 0.0916
H -5.340024 0.340679 0.444069 0.0 0.0 0.3 0.0885
H -5.625282 1.960579 -0.165475 -0.1 0.0 -0.2 0.0852
H -4.352105 1.355888 2.474724 -0.5 0.4 0.7 0.1492
H -2.874598 1.418835 0.254115 0.6 0.3 0.0 0.1312
H -2.287862 1.905064 1.910363 -0.1 -0.7 -0.1 0.1372
O 0.264849 4.167359 -3.481092 -2.9 1.2 1.5 0.1307
C -0.764629 4.587359 -2.960043 1.1 -2.3 -0.9 -0.4632
O -1.977752 3.837557 -2.926744 3.3 0.8 -1.0 0.0088
C -2.964623 4.727049 -2.585881 -1.7 0.6 2.3 -0.1597
C -2.249221 5.964579 -1.814216 -2.1 -3.2 -1.7 -0.0399
O -0.917672 5.712184 -2.270478 0.5 1.3 0.0 0.0829
H -3.582156 5.031892 -3.430755 0.3 0.2 -0.2 0.1242
H -3.593995 4.148538 -1.909623 -0.4 0.4 0.1 0.1126
H -2.383461 5.868452 -0.736796 0.6 0.1 -0.1 0.1142
H -2.841116 6.790744 -2.208201 1.3 0.8 0.0 0.1272
O -0.188609 -1.783348 0.560256 -0.8 -2.1 1.5 0.1909
C -0.070478 -0.818354 -0.065026 1.4 5.1 -2.6 -0.4997
O 0.696263 -0.685183 -1.201123 -0.6 -1.6 1.6 0.0898
C 0.647644 0.598530 -1.680362 0.7 1.9 -3.3 -0.1863
C -0.082499 1.541136 -0.799055 -1.1 -1.8 1.9 -0.0215
O -0.579272 0.465845 0.219013 0.2 0.4 -0.3 -0.0187
H 1.625547 0.945509 -2.014138 0.2 -0.2 0.5 0.1258
H 0.065151 0.672223 -2.598721 0.1 -0.8 -0.4 0.1271
H -0.919501 1.985335 -1.337770 -0.4 -0.3 0.4 0.1064
H 0.438810 2.389118 -0.354902 0.4 -0.6 0.7 0.1294
O 2.998960 5.873632 -1.928247 -0.7 0.3 -0.2 0.1746
C 3.470389 4.854390 -2.304636 1.1 0.8 0.4 -0.6111
O 4.710460 4.762931 -2.813538 -0.1 1.7 -1.1 0.0770
C 5.087952 3.456049 -2.980893 1.3 -2.3 2.5 -0.1322
C 3.955977 2.621136 -2.316648 0.2 0.9 0.1 -0.0845
O 2.981357 3.651523 -2.167076 -2.9 -1.3 -0.5 0.0282
H 5.343425 3.099441 -3.978724 -0.2 0.6 -0.1 0.1320
H 5.916671 3.352134 -2.280516 0.7 -0.4 -0.7 0.1352
H 3.965050 2.335427 -1.264799 1.5 -0.7 -0.2 0.1176
H 3.739657 1.767442 -2.958927 -0.9 0.2 0.0 0.1164
O 4.493072 1.280332 0.976756 -0.6 1.2 0.4 0.1548
C 3.566090 1.720902 1.596218 -0.8 0.0 0.5 -0.5694
O 3.233491 2.993950 1.916929 0.2 1.4 0.3 0.0569
C 2.069226 3.054917 2.833578 1.1 -0.9 -0.1 -0.0706
C 1.504938 1.663234 2.674624 0.1 0.9 0.0 -0.1287
O 2.611329 0.947144 2.114698 -1.5 -1.8 0.2 0.0716
H 2.346478 3.069283 3.887623 0.9 0.9 -0.2 0.1287
H 1.373588 3.862686 2.606207 0.5 0.0 -0.4 0.1338
H 0.613083 1.752342 2.054340 0.2 -1.0 -0.4 0.1050
H 1.260934 1.307762 3.675733 0.0 -0.6 -0.4 0.1221
```
Positions in Å, forces in eV/Å.

Summary:
HOMO energy ... -10.50 eV
LUMO level ... -0.427 eV
Total energy ... -3338.301418 a.u.
SMILES ... O=C1OC[C@@H](F)O1.C[C@H]1COC(=O)O1.C[C@H]1COC(=O)O1.C[C@H]1COC(=O)O1.C[C@H]1COC(=O)O1.O=C1OCCO1.O=C1OCCO1.O=C1OCCO1.O=C1OCCO1
HOMO-LUMO gap ... 10.07 eV
Charge ... 0

=====

[2]
A structure of composition C40H55HfN9O5Te, computed with wB97M-V/def2-TZVPD.

Geometry as XYZ:
```
111
Properties=species:S:1:pos:R:3:forces:R:3:lowdin_charge:R:1
Hf -0.152517 -0.430832 -0.179129 -0.2 0.2 -0.4 1.7064
N -2.087413 -0.555658 1.253045 0.1 0.1 -0.1 -0.0394
C -2.038357 0.349961 2.416194 0.0 0.0 0.0 -0.1899
C -1.768974 1.731623 1.871100 0.0 0.0 -0.1 -0.1906
N -0.514189 1.717350 1.078832 0.2 -0.1 0.1 -0.1095
C 0.668289 2.235451 1.816906 0.0 0.0 0.0 -0.1625
C 1.760051 1.187127 1.834751 0.0 0.1 0.0 -0.2016
N 1.870453 0.638753 0.465967 0.0 -0.3 0.0 -0.0423
H -2.235743 -1.514229 1.550355 0.0 0.0 0.0 0.1074
H -2.876509 -0.317346 0.656190 0.0 0.0 0.0 0.0907
H -2.959625 0.327732 2.999280 0.0 0.0 0.0 0.1344
H -1.225200 0.020992 3.067544 0.0 0.0 0.0 0.1242
H -2.584859 2.015836 1.205328 0.0 0.0 0.0 0.0620
H -1.723518 2.479265 2.662564 0.0 0.0 0.0 0.1324
H -0.673379 2.306602 0.265645 0.0 0.0 0.0 0.0772
H 1.023367 3.143557 1.324305 0.0 0.0 0.0 0.1287
H 0.393739 2.512680 2.833564 0.0 0.0 0.0 0.1299
H 2.703633 1.606298 2.184783 0.0 0.0 0.0 0.1313
H 1.496055 0.362566 2.498723 0.0 0.0 0.0 0.1122
H 2.142868 1.360559 -0.207223 0.0 0.0 0.0 0.0722
H 2.619270 -0.045948 0.435954 0.0 0.0 0.0 0.0718
O 0.417660 -1.774972 1.456706 0.0 0.0 0.2 -0.1474
C 0.408067 -3.030780 1.439551 -0.1 0.0 -0.1 -0.1329
C -0.315660 -3.865495 0.546972 0.1 -0.1 0.1 -0.1152
C -0.237835 -5.255125 0.794167 0.0 0.0 -0.1 0.0771
C -0.968156 -6.110399 0.025290 0.1 0.0 0.0 -0.1200
C -1.809267 -5.645128 -0.991000 0.0 0.0 0.0 0.0576
C -1.888469 -4.300052 -1.261472 0.1 -0.1 -0.1 0.0349
C -1.127850 -3.377148 -0.524889 0.0 0.0 0.2 -0.3151
O -1.191106 -2.107770 -0.821808 0.2 0.0 0.1 -0.1909
N -0.874018 -7.562080 0.277109 -0.1 0.0 0.2 -0.3505
O -1.644502 -8.272773 -0.327271 0.1 0.0 0.0 0.1157
O -0.047085 -7.922715 1.087132 0.0 0.0 -0.1 0.1042
H 1.014027 -3.540351 2.195173 -0.1 0.0 0.1 0.1549
H 0.387597 -5.648347 1.585848 0.0 0.0 0.0 0.1405
H -2.387169 -6.366552 -1.553370 0.0 0.0 0.0 0.1375
H -2.524254 -3.927134 -2.053638 0.0 0.0 0.0 0.1313
C 2.672799 -4.350540 -3.440656 0.0 0.0 0.0 0.0226
N 2.508979 -3.454720 -2.298490 -0.1 0.0 0.0 -0.0956
C 3.358109 -3.334716 -1.229376 0.1 0.0 0.0 -0.0216
C 2.806902 -2.394449 -0.414156 -0.1 -0.1 0.1 -0.1254
N 1.628506 -1.939445 -0.968067 0.0 0.2 0.0 -0.0420
C 1.493978 -2.598590 -2.105924 0.0 0.0 0.0 -0.1309
H 3.437870 -3.968750 -4.112634 0.0 0.0 0.0 0.1018
H 1.724645 -4.419386 -3.967153 0.0 0.0 0.0 0.0995
H 2.954417 -5.338798 -3.087118 0.0 0.0 0.0 0.1054
H 4.255029 -3.924354 -1.139701 0.0 0.0 0.0 0.1383
H 3.166508 -2.071464 0.550741 0.0 0.0 0.0 0.1136
H 0.678168 -2.481867 -2.802430 0.0 0.0 0.0 0.1465
N 4.288329 4.573074 -4.818038 0.0 0.0 0.0 0.2023
C 3.776266 3.241521 -4.299512 0.0 0.1 -0.1 -0.1232
C 3.314517 3.353722 -2.844997 0.0 0.0 0.0 -0.2603
N 2.965302 2.076081 -2.251795 0.0 -0.1 0.0 0.0237
H 4.644640 4.490099 -5.772423 0.0 0.0 -0.1 0.1801
H 5.052442 4.929260 -4.239827 0.0 0.0 0.0 0.1768
H 3.555817 5.284879 -4.827138 0.0 0.0 0.0 0.1762
H 4.604729 2.543730 -4.404892 0.0 0.0 0.0 0.1366
H 2.971563 2.940775 -4.968093 0.0 0.0 0.0 0.1362
H 2.449267 4.017454 -2.779893 0.0 0.0 0.0 0.1044
H 4.110503 3.810467 -2.248907 0.0 0.0 0.0 0.1271
H 3.729455 1.412870 -2.323937 0.0 0.0 0.0 0.0929
H 2.136220 1.643913 -2.654766 0.0 0.0 0.0 0.0485
C -8.436902 5.545643 -4.206128 0.0 0.0 0.0 -0.0253
C -7.316525 4.751062 -3.606222 0.0 0.0 0.0 -0.2292
C -7.517102 3.962664 -2.478154 0.0 0.0 0.0 0.0082
C -6.496766 3.208985 -1.912426 0.0 0.0 0.0 -0.3085
C -6.812574 2.367307 -0.701915 0.0 0.0 0.1 -0.0913
C -5.222211 3.287034 -2.502368 0.0 0.2 0.0 -0.3898
Te -3.680793 2.277428 -1.483557 -0.2 -0.5 0.1 1.7239
N -1.645526 0.725160 -1.434081 0.2 0.0 0.3 -0.1616
C -0.908546 0.351055 -2.417828 -0.1 0.0 -0.1 -0.6370
O 0.394947 0.149234 -2.135677 -0.1 0.0 -0.1 -0.2502
C -1.360040 -0.019732 -3.778764 0.0 0.2 0.0 -0.1830
C -2.710731 -0.256862 -4.027670 0.0 0.0 0.0 -0.0429
C -3.135828 -0.599198 -5.301888 0.0 0.0 0.0 -0.0487
C -2.212843 -0.709338 -6.333797 0.0 0.0 0.0 -0.0518
C -0.863381 -0.487881 -6.089787 0.0 0.0 0.0 -0.0613
C -0.436519 -0.148420 -4.815439 0.0 0.0 0.0 -0.0346
C -2.380183 3.885572 -1.063940 -0.1 0.1 0.0 -0.4318
C -2.826830 4.670271 0.003569 0.0 0.0 0.0 -0.1375
C -2.096830 5.766944 0.429678 0.0 0.0 0.0 -0.0538
C -0.907770 6.080810 -0.214854 0.0 0.0 0.0 -0.0515
C -0.472777 5.301039 -1.272067 0.0 0.0 0.0 -0.0476
C -1.189855 4.190802 -1.723924 0.0 0.0 0.0 -0.3081
C -0.653400 3.414376 -2.893780 0.1 0.0 -0.1 -0.0620
C -4.998629 4.028964 -3.671119 0.0 0.0 0.0 -0.2897
C -3.669373 4.061118 -4.369311 0.0 0.0 0.0 -0.0529
C -6.052417 4.761406 -4.192055 0.0 0.0 0.0 0.0053
H -9.331657 5.505691 -3.588274 0.0 0.0 0.0 0.0848
H -8.689751 5.160277 -5.195574 0.0 0.0 0.0 0.0970
H -8.148948 6.590468 -4.328547 0.0 0.0 0.0 0.0938
H -8.502536 3.927227 -2.028355 0.0 0.0 0.0 0.1279
H -7.887070 2.353039 -0.531984 0.0 0.0 0.0 0.0876
H -6.345481 2.758153 0.205068 0.0 0.0 0.0 0.0727
H -6.492247 1.330221 -0.821566 0.0 0.0 0.0 0.0629
H -3.419302 -0.205248 -3.212502 0.0 0.0 0.0 0.0814
H -4.184127 -0.791022 -5.489872 0.0 0.0 0.0 0.1171
H -2.544067 -0.977912 -7.328375 0.0 0.0 0.0 0.1179
H -0.148231 -0.583399 -6.896432 0.0 0.0 0.0 0.1106
H 0.614744 0.018673 -4.615760 0.0 0.0 0.0 0.1054
H -3.760843 4.434549 0.502269 0.0 0.0 0.0 0.1017
H -2.459351 6.375111 1.247561 0.0 0.0 0.0 0.1203
H -0.332881 6.943346 0.095919 0.0 0.0 0.0 0.1178
H 0.437056 5.581448 -1.793217 0.0 0.0 0.0 0.1069
H -0.281564 4.100016 -3.659315 0.0 0.0 0.0 0.0952
H -1.402387 2.780429 -3.361623 0.0 0.0 0.1 0.0333
H 0.165017 2.760274 -2.581107 0.0 0.0 0.0 0.0591
H -3.154515 3.101026 -4.300133 -0.1 0.0 0.0 0.0430
H -3.019644 4.834528 -3.948635 0.0 0.0 0.0 0.0908
H -3.802655 4.280344 -5.427659 0.0 0.0 0.0 0.0931
H -5.893639 5.345235 -5.092374 0.0 0.0 0.0 0.1326
```
Positions in Å, forces in eV/Å.

Summary:
HOMO energy (alpha / beta) ... -14.19 / -14.61 eV
LUMO level (alpha / beta) ... -7.291 / -8.354 eV
Total energy ... -2741.536473 a.u.
HOMO-LUMO gap (alpha / beta) ... 6.90 / 6.26 eV
Spin multiplicity ... 2
Charge ... +3

=====

[3]
A cluster of 2 separate species, CH5PS in total at a distorted geometry, computed with wB97M-V/def2-TZVPD.

Geometry as XYZ:
```
8
Properties=species:S:1:pos:R:3:forces:R:3:lowdin_charge:R:1
C -0.309813 0.184258 0.645929 -1.8 2.0 -2.5 -0.3870
P 0.505154 -1.096654 -0.397019 -0.3 1.0 -1.7 0.2281
S -0.472090 -2.801561 -0.745574 0.6 1.8 0.1 0.0480
H -0.333626 0.230294 1.691881 1.0 -0.6 1.7 -0.0008
H -0.021566 1.244880 0.239613 -0.5 -2.1 0.8 0.0539
H -1.439836 0.067944 0.473575 1.5 0.1 -0.4 0.0611
H 1.756922 -1.485558 0.048467 0.4 0.5 0.3 -0.0829
H 1.114717 0.356661 -1.724705 -1.0 -2.6 1.8 0.0795
```
Positions in Å, forces in eV/Å.

Summary:
HOMO energy ... -8.91 eV
LUMO level ... -0.729 eV
Total energy ... -780.543671 a.u.
HOMO-LUMO gap ... 8.18 eV
Charge ... 0

=====

[4]
A cluster of 2 separate species, CH8N2S2 in total at a distorted geometry, computed with wB97M-V/def2-TZVPD.

Geometry as XYZ:
```
13
Properties=species:S:1:pos:R:3:forces:R:3:lowdin_charge:R:1
S 2.831418 -3.256588 0.172105 0.3 0.5 -0.2 0.6043
S 2.495397 -2.357527 1.944761 -0.3 0.3 -1.0 0.5758
H 1.730771 -2.881113 -0.530614 -0.4 -0.5 0.4 -0.0919
H 3.600925 -1.607616 1.729840 0.4 -0.3 0.7 -0.0997
N -0.090654 0.558255 -0.802828 -0.5 0.2 0.2 -0.0275
C -1.157733 1.134320 0.062963 1.0 -0.5 0.2 -0.3858
N -2.126205 1.722055 -0.832966 -0.2 0.7 0.5 0.0001
H -0.637726 0.087804 -1.517809 0.4 -0.2 -0.2 0.0549
H 0.446496 -0.133609 -0.285548 -0.1 0.1 -0.1 0.0200
H -0.687011 1.846263 0.750836 0.0 0.1 -0.1 0.1000
H -1.566725 0.339383 0.695547 -0.6 0.2 -0.2 0.0992
H -1.822214 2.675933 -1.016991 0.1 -0.2 -0.4 0.0777
H -3.016738 1.872442 -0.369295 0.0 -0.4 0.0 0.0729
```
Positions in Å, forces in eV/Å.

Summary:
HOMO energy (alpha / beta) ... -12.10 / -12.10 eV
LUMO level (alpha / beta) ... -5.738 / -9.687 eV
Total energy ... -948.404679 a.u.
HOMO-LUMO gap (alpha / beta) ... 6.36 / 2.41 eV
Spin multiplicity ... 2
Charge ... +1